No. 1
Formula: C6H10N2O
Source: the Open Molecules 2025 dataset
Level of theory: ωB97M-V/def2-TZVPD

Last column: Mulliken charge in e.
Geometry (Å):
C  -1.40665  -0.11118  -0.20443  0.2028
C  -1.22321  1.26384  -0.22439  -0.9409
C  0.34209  1.51579  -0.17201  -0.3828
C  0.94235  0.26874  0.11324  0.3486
C  -0.10046  -0.74360  0.29442  -0.1674
C  2.41044  0.10804  0.21367  0.0321
H  -3.48435  -0.34735  0.11768  0.2703
H  -2.80714  -1.88575  0.63946  0.2694
H  -1.52736  -0.25103  -1.10614  0.2678
H  -1.63121  1.88472  -0.94015  0.4137
H  -1.79084  1.98693  0.84884  0.2323
H  0.88428  2.51614  -0.33557  0.3584
H  -0.08198  -0.85684  1.45975  0.1878
H  -0.20895  -1.76396  -0.29164  0.2247
H  2.59941  -1.60680  -1.01608  0.2112
H  3.83172  -1.21517  -0.44662  0.2377
N  -2.68405  -0.55103  0.59395  -0.8130
N  2.83593  -1.14729  -0.27610  -0.4132
O  3.09998  0.93579  0.73213  -0.5395

Results
HOMO level   -8.902 eV
Calculated total energy   -11406.612 eV
2S+1   1
Frontier orbital gap   9.56 eV
Energy relative to the best compared isomer or geometry (same formula, charge and spin)   5.4753 eV


No. 2
Formula: C18H32InN5O2SSi
Source: the Open Molecules 2025 dataset
Level of theory: ωB97M-V/def2-TZVPD

Last column: Mulliken charge in e.
Geometry (Å):
In  -1.41844  0.73485  -1.66532  0.6726
N  -5.74367  0.83809  -0.03937  -0.3875
C  -4.74284  0.47507  -0.89758  0.2816
S  -4.22626  1.64500  -2.01731  -0.4010
N  -4.32271  -0.76475  -0.77295  -1.2424
N  -3.19719  -1.09155  -1.39229  0.7421
C  -2.93083  -2.34283  -1.55207  -0.9709
C  -1.72827  -2.77267  -2.20157  1.1249
C  -1.49821  -4.14255  -2.40668  -0.8456
C  -0.36877  -4.54344  -3.08341  -0.2988
C  0.52524  -3.57316  -3.52486  -0.7147
C  0.22828  -2.24500  -3.27166  -0.2365
N  -0.86155  -1.84759  -2.63949  -0.0986
H  -6.27393  1.65237  -0.30543  0.2424
H  -6.25349  0.07943  0.38470  0.2578
H  -3.63443  -3.11060  -1.22981  0.3023
H  -2.21988  -4.85776  -2.04414  0.3733
H  -0.18863  -5.59125  -3.27155  0.4406
H  1.42583  -3.83954  -4.05191  0.4076
H  0.89224  -1.45201  -3.59931  0.4184
N  -2.57909  2.01201  0.76513  -0.3384
C  -1.79122  3.20859  0.53096  -0.9847
C  -0.36477  2.96310  0.98259  0.8008
O  0.28527  3.77656  1.58068  -0.5404
O  0.07179  1.75655  0.66117  0.3690
H  -3.51492  2.14844  0.39698  0.1529
H  -2.67063  1.82855  1.75779  0.2199
H  -2.15660  4.11682  1.03148  0.4643
H  -1.79196  3.39375  -0.55225  0.1954
C  1.78742  1.71550  3.07193  -1.4249
Si  1.44685  1.01631  1.32654  -0.4172
C  0.88682  -0.82982  1.55357  2.3368
C  1.51059  -1.38606  2.83786  -2.1178
C  1.33538  -1.72865  0.40155  -1.9705
C  -0.63513  -0.93401  1.68249  -1.5637
C  2.86750  1.47711  0.08566  2.2375
C  4.23122  1.14643  0.69726  -1.9170
C  2.79979  2.98595  -0.17982  -1.9211
C  2.74841  0.77593  -1.26996  -1.6139
H  2.62547  1.21438  3.54482  0.3347
H  0.92157  1.57767  3.71513  0.3582
H  1.99692  2.77934  3.03803  0.4112
H  2.59455  -1.32905  2.79458  0.3728
H  1.22495  -2.42829  2.96807  0.5108
H  1.17842  -0.83389  3.71123  0.3819
H  2.41855  -1.73419  0.31343  0.3463
H  0.90119  -1.40124  -0.53926  0.2635
H  1.01769  -2.75569  0.57783  0.6196
H  -0.99163  -0.37321  2.54323  0.3014
H  -0.92756  -1.97474  1.81052  0.5167
H  -1.13840  -0.55277  0.79529  0.1753
H  4.38320  1.69816  1.62016  0.3642
H  5.03465  1.42075  0.01561  0.4697
H  4.31465  0.08368  0.91079  0.3391
H  2.83320  3.55432  0.74501  0.3946
H  1.87794  3.24175  -0.69930  0.2899
H  3.63604  3.29251  -0.80703  0.5385
H  2.94207  -0.28738  -1.18811  0.2908
H  3.47587  1.19722  -1.96185  0.5876
H  1.75147  0.91751  -1.68780  0.0985

Results
HOMO level   -7.326 eV
Calculated total energy   -54620.053 eV
2S+1   1
Frontier orbital gap   7.06 eV
Energy relative to the best compared isomer or geometry (same formula, charge and spin)   0.2735 eV


No. 3
Formula: C21H31AlBBr2F6N3Na2O11S
Source: the Open Molecules 2025 dataset
Level of theory: ωB97M-V/def2-TZVPD

Last column: Mulliken charge in e.
Geometry (Å):
C  -0.95057  -0.07261  2.99764  -1.6440
C  -0.29111  -0.54383  1.72802  1.2107
F  1.04559  -0.86671  2.04296  -0.4384
C  -0.20249  0.52948  0.62367  -1.8391
C  -0.76775  0.19248  -0.76499  3.3583
C  -2.26787  0.03241  -0.78968  -2.2601
O  -2.75122  -1.04695  0.05290  -0.3032
N  -3.32419  -2.10739  -0.74743  0.0977
O  -3.38719  -3.09393  -0.17647  -0.1100
C  -0.58935  1.53472  -1.56646  -0.7909
O  -1.12535  2.58343  -1.27446  -0.5928
N  0.29702  1.35927  -2.58291  -0.1772
C  1.12674  0.10986  -2.38291  0.8150
C  1.47896  -0.29906  -3.82390  -1.4759
C  2.44152  -1.43521  -4.07300  -0.3044
O  3.27407  -1.34376  -4.93937  -0.5554
C  2.34219  0.51017  -1.53439  -0.7449
C  2.88172  -0.56251  -0.56687  -0.2241
C  3.67180  -1.73535  -1.15514  -0.3031
C  4.84606  -2.11857  -0.26909  0.2378
O  4.99134  -1.71897  0.84503  -0.4798
O  5.73182  -2.93292  -0.90855  -0.4197
C  0.03610  -0.74687  -1.72723  -0.7283
B  0.33657  -2.27920  -1.34075  2.5488
N  0.25318  -3.27347  -2.46056  -0.3927
O  0.67046  -2.66997  -0.12788  -1.0270
H  -2.02962  -0.03682  2.84011  0.3030
H  -0.60671  0.91733  3.29536  0.3502
H  -0.72938  -0.80621  3.76620  0.4400
H  -0.76865  -1.45707  1.39455  -0.2989
H  -0.75058  1.41478  0.95496  0.6991
H  0.83769  0.82946  0.56390  0.4538
H  -2.73174  0.97128  -0.46439  1.0853
H  -2.63962  -0.13995  -1.84987  0.8750
H  0.82908  2.21684  -2.74699  0.4358
H  1.95878  0.56987  -4.27619  0.4849
H  0.55582  -0.46026  -4.38314  0.4504
H  2.37029  -2.35391  -3.48188  0.6479
H  2.30522  1.42984  -0.97889  0.0566
H  3.13145  0.78918  -2.26246  0.6257
H  2.09080  -0.93419  0.07713  -0.2188
H  3.56179  -0.06408  0.13643  1.1221
H  3.03689  -2.62493  -1.17382  0.1295
H  4.07650  -1.55197  -2.14823  0.2664
H  5.49982  -3.86467  -0.80081  0.3708
H  -0.66758  -0.83837  -2.54201  -1.2066
H  0.79681  -4.16554  -2.21839  -0.1463
H  -0.69627  -3.55827  -2.65551  0.0247
H  0.83799  -3.64136  -0.05404  -0.0709
O  -0.95259  3.05869  3.99539  -0.6079
H  -0.23343  3.48294  4.47539  0.2872
H  -1.69256  3.66783  4.08384  0.2733
Na  -1.89775  -1.85634  -3.15922  0.8508
Br  1.02799  -5.77118  -1.02406  -0.4506
Al  4.59251  1.67750  -1.30447  0.2590
C  -1.19020  -5.17731  3.49645  0.5262
F  0.03128  -4.64648  3.58904  -0.2042
F  -1.06779  -6.46744  3.20669  -0.2202
F  -1.81858  -5.03626  4.65405  -0.1449
S  -2.15662  -4.31990  2.17328  1.1358
O  -1.35214  -4.55459  0.98364  -0.5819
O  -2.19648  -2.93226  2.59363  -0.6548
O  -3.43859  -4.98366  2.17579  -0.6081
F  -2.91636  -6.11410  6.37942  -0.3351
C  -2.97809  6.49381  -0.46596  -0.5172
C  -2.44392  5.39277  0.18945  -0.1357
C  -2.03734  5.50668  1.51061  -0.1888
C  -2.17214  6.71466  2.18021  -0.4282
C  -2.71207  7.81291  1.52606  -0.4409
C  -3.11184  7.70310  0.20171  -0.3698
H  -3.28831  6.41093  -1.50008  0.3683
H  -2.34585  4.44502  -0.32359  0.2530
H  -1.60520  4.64822  2.00883  0.4282
H  -1.85326  6.80414  3.21110  0.3637
H  -2.81737  8.75560  2.04693  0.3633
H  -3.52531  8.56201  -0.31089  0.3615
Br  2.66272  3.57480  -1.19896  -0.5076
F  7.94210  -3.54783  -0.84474  -0.4000
Na  -4.48967  0.05022  -0.61971  0.9885

Results
HOMO level   -8.075 eV
Calculated total energy   -232590.325 eV
2S+1   1
Frontier orbital gap   1.37 eV


No. 4
Formula: C16H12ClHgIN2O2S
Source: the Open Molecules 2025 dataset
Level of theory: ωB97M-V/def2-TZVPD

Last column: Mulliken charge in e.
Geometry (Å):
C  -0.60624  -1.04865  3.95044  -0.9218
C  0.66928  -1.35638  3.01860  -0.3861
S  1.25164  0.07739  2.00037  0.1155
C  -0.18312  0.95645  1.22302  -0.8591
C  -0.76635  0.26287  -0.09477  0.8907
C  -2.25723  -0.12040  -0.10796  -0.5575
C  -3.01686  -0.79874  -1.29692  0.2816
C  -2.18001  -1.10651  -2.57604  -0.7271
I  -3.18803  -1.99984  -4.26643  0.2931
C  -0.64490  -0.74732  -2.63824  0.5410
Cl  0.28224  -1.13000  -4.17607  -0.0990
C  0.07116  -0.05667  -1.39855  0.4992
C  1.60954  0.36348  -1.43195  0.2159
C  1.91179  1.87101  -1.12015  -0.3697
C  3.41640  2.30852  -1.19238  -0.3807
C  4.46386  1.18647  -1.55920  -0.1851
C  3.88977  -0.25677  -1.82550  -0.1950
N  2.53959  -0.67943  -1.78261  -0.3157
C  -4.55823  -1.01604  -0.94393  0.3770
O  -5.45899  -1.60952  -1.57140  -0.4480
N  -4.68276  -0.32915  0.33897  -0.1262
C  -3.41923  0.05967  0.96448  0.2300
O  -3.42529  0.48476  2.14196  -0.5292
H  -1.60353  -1.13349  3.37007  0.1779
H  -0.52967  -0.07664  4.55257  0.3113
H  -0.64771  -1.90469  4.72949  0.3592
H  0.41542  -2.30136  2.40484  0.3222
H  1.52753  -1.68263  3.72300  0.3867
H  -1.03478  1.07163  1.98084  0.4670
H  0.14488  2.02407  0.92593  0.3181
H  1.05268  2.57932  -0.87578  0.5501
H  3.68172  3.39883  -1.00491  0.3837
H  5.57955  1.49390  -1.61838  0.3262
H  4.66728  -1.06422  -2.10613  0.4025
H  -5.47735  -0.56903  0.94910  0.3474
Hg  6.50596  2.84910  -2.68638  0.3038

Results
HOMO level   -14.613 eV
Calculated total energy   -59465.997 eV
2S+1   1
Net charge   +2
Frontier orbital gap   2.85 eV


No. 5
Formula: C5H11NO
Source: the Open Molecules 2025 dataset
Level of theory: ωB97M-V/def2-TZVPD

Last column: Mulliken spin population.
Geometry (Å):
C  -1.44875  0.07928  -2.26710  0.1696
C  -1.18385  -1.13981  -1.34275  0.0036
C  -0.63180  -0.73211  -0.03054  -0.1097
C  -0.87725  0.30625  0.82140  0.3151
N  -0.75202  0.15293  2.22422  0.1613
C  0.43370  0.10241  2.74691  0.4172
H  -1.81136  0.98187  -1.76256  -0.0336
H  -2.14328  -0.11117  -3.08897  -0.0353
H  -0.55691  0.34512  -2.85736  -0.0660
H  -0.51875  -1.88314  -1.75782  0.0090
H  -2.22821  -1.51830  -1.24002  -0.0233
H  0.21095  -1.37917  0.29094  0.0413
H  -1.42898  1.15848  0.43722  -0.0042
H  0.71195  0.11614  3.79106  -0.0046
H  1.25293  -0.13160  2.03271  0.0240
H  3.63769  0.69885  0.08630  -0.0485
H  3.39477  1.87406  1.00702  -0.1152
O  3.93917  1.07991  0.90935  0.2995

Results
HOMO level (alpha / beta)   0.661 / -3.644 eV
Calculated total energy   -8897.697 eV
2S+1   2
<S²>   0.75
Net charge   -1
Frontier orbital gap (alpha / beta)   3.35 / 7.40 eV
Energy relative to the best compared isomer or geometry (same formula, charge and spin)   2.4649 eV


No. 6
Formula: C11H13NP
Source: the Open Molecules 2025 dataset
Level of theory: ωB97M-V/def2-TZVPD

Last column: Mulliken charge in e.
Geometry (Å):
C  3.13795  0.18951  -1.90604  -0.6519
C  2.07357  0.83150  -2.41942  -0.3902
C  0.70072  1.05436  -1.72868  -0.5033
C  0.55672  -0.07709  -0.71065  -0.5933
C  -0.52425  0.14691  0.37243  0.3635
C  -1.98642  -0.24320  0.03973  -0.9416
C  -2.82917  0.24218  1.22660  -0.7485
C  -2.35900  -0.45222  2.43029  -0.2788
C  -1.11570  -1.00948  2.44054  -0.6550
C  -0.10982  -0.64921  1.54073  0.3939
P  1.54572  -1.11346  1.60196  -0.2321
N  1.91916  -0.36524  0.10602  0.0399
C  3.00688  -0.34646  -0.59917  0.1214
H  4.03780  0.00148  -2.46451  0.4152
H  2.17521  1.36897  -3.36880  0.3980
H  0.75349  2.02350  -1.27743  0.3714
H  -0.15955  0.84179  -2.43478  0.3736
H  0.51949  -1.12783  -1.21264  0.3714
H  -0.48423  1.29439  0.45531  0.2811
H  -2.18582  -1.25062  0.13684  0.4659
H  -2.25456  0.10938  -1.04865  0.2940
H  -3.88858  0.14311  1.06222  0.4431
H  -2.58004  1.29818  1.28943  0.3471
H  -2.91764  -0.66380  3.33264  0.4114
H  -0.87515  -1.53198  3.31949  0.4204
H  3.84322  -0.71467  -0.18348  0.4831

Results
HOMO level (alpha / beta)   -11.743 / -11.743 eV
Calculated total energy   -22387.939 eV
2S+1   1
Net charge   +1
SMILES   C1=CC[C@@H]2[C@H]3CCC=CC3=P[N+]2=C1
Frontier orbital gap (alpha / beta)   6.82 / 6.82 eV
Energy relative to the best compared isomer or geometry (same formula, charge and spin)   0.0000 eV